Below is a 3-piece molecular cluster, C50H66FN2O11P2S overall at a distorted geometry, with properties calculated with ωB97M-V/def2-TZVPD.

## Properties
frontier orbital gap = 4.4 eV
M = 984.09 g/mol
total charge = -1
highest occupied orbital energy = -0.159 hartree

Last column: Löwdin charge in e.
Cartesian coordinates (Å):
C1 -1.57 5.20 4.08  -0.106
C2 -1.88 4.27 2.90  -0.273
C3 -1.54 4.90 1.55  -0.195
C4 -1.26 3.80 0.51  -0.189
C5 -2.08 3.90 -0.78  -0.194
C6 -3.54 4.25 -0.54  -0.200
C7 -4.18 3.41 0.56  -0.207
C8 -5.15 2.34 0.07  -0.177
C9 -5.97 1.88 1.30  -0.177
C10 -5.93 0.36 1.63  -0.184
C11 -5.19 0.01 2.94  -0.186
C12 -4.43 -1.34 2.95  -0.191
C13 -2.89 -1.34 3.00  -0.212
C14 -2.20 -0.59 1.86  -0.190
C15 -2.53 -1.17 0.48  -0.184
C16 -2.50 -2.71 0.36  -0.171
C17 -1.18 -3.44 -0.02  -0.173
C18 0.17 -2.93 0.46  -0.141
C19 1.21 -3.55 -0.49  -0.302
O1 2.49 -3.43 0.04  -0.298
P1 3.25 -2.06 -0.62  0.394
N1 4.17 -0.66 -1.27  -0.182
P2 4.12 -1.67 1.48  0.830
O2 3.05 -0.56 2.18  -0.332
O3 3.84 -3.08 2.33  -0.308
S1 5.12 -3.23 -1.20  0.519
O4 5.02 -4.62 -0.93  -0.337
O5 5.54 -2.94 -2.51  -0.334
F1 6.29 -2.64 -0.24  -0.265
O6 2.50 -2.35 -2.13  -0.189
C20 1.20 -2.84 -1.92  -0.568
O7 1.06 -3.86 -2.87  0.046
N2 0.32 -1.68 -2.07  0.058
C21 -0.71 -1.82 -3.09  -0.276
C22 -1.34 -0.46 -3.38  -0.085
H1 -2.06 4.85 4.97  0.062
H2 -0.50 5.21 4.23  0.069
H3 -1.95 6.18 3.83  0.068
H4 -2.92 3.95 2.94  0.088
H5 -1.29 3.38 3.01  0.098
H6 -2.30 5.61 1.25  0.098
H7 -0.64 5.47 1.72  0.104
H8 -0.22 3.87 0.24  0.104
H9 -1.45 2.82 0.93  0.085
H10 -2.04 2.96 -1.31  0.103
H11 -1.64 4.64 -1.44  0.109
H12 -3.57 5.28 -0.23  0.093
H13 -4.09 4.22 -1.47  0.076
H14 -3.46 2.91 1.18  0.082
H15 -4.77 4.08 1.18  0.112
H16 -5.82 2.76 -0.67  0.089
H17 -4.63 1.51 -0.37  0.103
H18 -6.99 2.21 1.17  0.100
H19 -5.51 2.38 2.14  0.082
H20 -5.60 -0.24 0.80  0.088
H21 -6.96 0.09 1.80  0.095
H22 -5.94 -0.07 3.72  0.096
H23 -4.54 0.81 3.26  0.096
H24 -4.73 -1.82 3.87  0.095
H25 -4.79 -1.98 2.15  0.099
H26 -2.53 -2.35 3.03  0.094
H27 -2.58 -0.89 3.94  0.106
H28 -1.14 -0.64 2.05  0.100
H29 -2.46 0.45 1.93  0.088
H30 -3.47 -0.80 0.11  0.082
H31 -1.77 -0.79 -0.19  0.092
H32 -3.19 -2.94 -0.44  0.101
H33 -2.90 -3.20 1.24  0.082
H34 -1.27 -4.43 0.41  0.111
H35 -1.13 -3.61 -1.09  0.072
H36 0.41 -3.29 1.46  0.114
H37 0.31 -1.87 0.40  0.079
H38 0.97 -4.58 -0.71  0.144
H39 2.22 -1.13 -0.27  0.031
H40 4.25 0.01 -0.51  -0.006
H41 3.54 -0.23 -1.93  0.014
H42 2.50 -1.01 2.82  0.022
H43 2.99 -3.04 2.75  0.038
H44 0.18 -4.25 -2.81  0.091
H45 0.93 -0.94 -2.38  0.116
H46 -1.53 -2.47 -2.80  0.099
H47 -0.33 -2.19 -4.04  0.112
H48 -2.21 -0.68 -3.98  0.058
H49 -1.72 0.00 -2.48  0.054
H50 -0.69 0.18 -3.95  0.074
C23 13.29 -2.87 6.22  -0.071
C24 13.02 -4.18 6.59  -0.071
C25 11.85 -4.80 6.16  -0.011
C26 10.95 -4.10 5.37  -0.081
C27 11.21 -2.78 5.02  -0.081
C28 12.39 -2.17 5.43  -0.010
C29 10.23 -2.00 4.20  -0.281
O8 10.47 -0.85 3.90  0.096
C30 8.97 -2.67 3.80  -0.092
C31 8.01 -1.94 3.09  0.009
C32 6.83 -2.55 2.69  -0.085
C33 6.60 -3.89 2.99  -0.042
C34 7.55 -4.61 3.70  0.003
C35 8.73 -4.01 4.11  -0.096
C36 9.71 -4.79 4.90  -0.282
O9 9.52 -5.96 5.18  0.091
H51 14.20 -2.39 6.54  0.101
H52 13.72 -4.72 7.21  0.101
H53 11.65 -5.82 6.45  0.116
H54 12.59 -1.15 5.15  0.117
H55 8.19 -0.90 2.85  0.120
H56 6.07 -1.96 2.12  -0.027
H57 5.69 -4.37 2.67  0.097
H58 7.37 -5.65 3.94  0.117
C37 -3.66 0.54 -8.11  -0.052
C38 -4.42 1.12 -9.13  -0.058
C39 -5.26 2.18 -8.85  -0.006
C40 -5.36 2.66 -7.55  -0.083
C41 -4.62 2.06 -6.53  -0.078
C42 -3.76 1.01 -6.82  0.004
C43 -4.75 2.53 -5.12  -0.274
O10 -4.11 2.02 -4.23  0.114
C44 -5.70 3.64 -4.82  -0.073
C45 -5.88 4.05 -3.51  -0.006
C46 -6.75 5.09 -3.22  -0.049
C47 -7.44 5.73 -4.25  -0.058
C48 -7.27 5.32 -5.56  -0.005
C49 -6.41 4.27 -5.85  -0.082
C50 -6.26 3.81 -7.26  -0.278
O11 -6.87 4.37 -8.16  0.103
H59 -3.00 -0.28 -8.34  0.109
H60 -4.34 0.75 -10.14  0.106
H61 -5.84 2.64 -9.64  0.119
H62 -3.18 0.56 -6.03  0.110
H63 -5.34 3.56 -2.71  0.080
H64 -6.89 5.40 -2.20  0.109
H65 -8.11 6.54 -4.02  0.106
H66 -7.81 5.81 -6.35  0.119